[1]
Formula: C5H10NO
Source: OMol25
Level of theory: ωB97M-V with the def2-TZVPD basis set

## Properties
LUMO: 0.1319 hartree
Energy: -8882.1982 eV
Relative energy (zero: lowest compared OMol25 entry of this formula, charge and spin): 185.20 kJ/mol
Structure (SMILES): N/C=C/CCC[O-]
Net charge: -1

Structure (XYZ):
```
17
C5H10NO | OMol25 | ωB97M-V with the def2-TZVPD basis set
C -1.960 0.498 -0.781
O -3.088 1.151 -0.675
C -1.558 -0.049 0.609
C -0.349 -1.095 0.607
C 0.819 -0.647 -0.250
C 1.907 0.066 0.345
N 2.856 0.705 -0.622
H -1.911 -0.379 -1.648
H -1.122 1.047 -1.132
H -1.440 0.712 1.334
H -2.611 -0.480 0.806
H -0.789 -2.097 0.319
H -0.061 -1.188 1.659
H 0.628 -0.409 -1.274
H 2.081 0.123 1.413
H 3.742 0.399 -0.381
H 2.856 1.643 -0.329
```

---

[2]
Formula: C6H12O
Source: OMol25
Level of theory: ωB97M-V with the def2-TZVPD basis set

## Properties
LUMO: 0.0415 hartree
Energy: -8462.9964 eV
Relative energy (zero: lowest compared OMol25 entry of this formula, charge and spin): 130.98 kJ/mol
Structure (SMILES): CO[C@H]1CC[C@H]1C

Structure (XYZ):
```
19
C6H12O | OMol25 | ωB97M-V with the def2-TZVPD basis set
C 2.557 -0.634 -0.020
O 1.180 -0.832 -0.172
C 0.396 0.158 0.430
C -0.028 1.380 -0.410
C -1.445 1.234 0.191
C -1.098 -0.222 0.591
C -1.546 -1.280 -0.411
H 2.861 -0.706 1.036
H 2.880 0.347 -0.397
H 3.061 -1.417 -0.590
H 0.847 0.460 1.388
H 0.506 2.322 -0.261
H -0.011 1.117 -1.473
H -2.294 1.377 -0.485
H -1.595 1.875 1.066
H -1.401 -0.518 1.602
H -2.639 -1.337 -0.462
H -1.171 -1.073 -1.419
H -1.162 -2.263 -0.121
```

---

[3]
Formula: C4H13N2OS
Source: OMol25
Level of theory: ωB97M-V with the def2-TZVPD basis set

## Properties
LUMO: 0.1009 hartree
Energy: -20222.3592 eV
Relative energy (zero: lowest compared OMol25 entry of this formula, charge and spin): 55.36 kJ/mol
Net charge: -1

Structure (XYZ):
```
21
C4H13N2OS | OMol25 | ωB97M-V with the def2-TZVPD basis set
C -0.358 -0.066 -1.170
N -1.512 -0.099 -0.299
C -1.239 0.368 1.063
C -1.055 -0.758 2.113
S -1.912 -2.335 1.806
C 0.781 -1.012 -0.810
N 0.469 -2.427 -0.678
H 0.017 0.954 -1.205
H -0.620 -0.358 -2.191
H -1.842 -1.064 -0.228
H -0.328 0.961 1.019
H -2.071 0.996 1.359
H 0.004 -0.920 2.347
H -1.385 -0.317 3.068
H 1.629 -0.833 -1.491
H 1.261 -0.775 0.150
H -0.326 -2.677 -1.255
H 0.039 -2.591 0.235
H 2.521 3.862 -1.805
H 2.927 4.511 -0.537
O 3.002 4.581 -1.491
```

---

[4]
Formula: C31H33N2P2RuS2
Source: OMol25
Level of theory: ωB97M-V with the def2-TZVPD basis set

## Properties
LUMO (spin up / spin down): -0.3588 / -0.3861 hartree
Spin multiplicity: 5
Energy: -78466.7462 eV
Net charge: +3

Structure (XYZ):
```
71
C31H33N2P2RuS2 | OMol25 | ωB97M-V with the def2-TZVPD basis set
Ru 0.504 0.207 -0.201
S -1.495 -0.964 0.158
P -0.862 -1.837 -1.607
C 0.772 -1.111 -1.657
P 2.298 -1.887 -1.125
S 2.253 -1.096 0.774
C 2.536 -3.627 -1.083
C 3.458 -4.201 -1.966
C 3.688 -5.566 -1.897
C 3.006 -6.338 -0.966
C 2.090 -5.760 -0.089
C 1.850 -4.401 -0.141
C 3.580 -1.087 -2.082
C 4.819 -0.828 -1.498
C 5.816 -0.234 -2.259
C 5.578 0.090 -3.591
C 4.344 -0.176 -4.174
C 3.339 -0.765 -3.420
C -1.842 -1.146 -2.921
C -1.373 -0.099 -3.713
C -2.204 0.439 -4.685
C -3.492 -0.054 -4.845
C -3.955 -1.095 -4.050
C -3.130 -1.654 -3.087
C -0.911 -3.599 -1.672
C -0.320 -4.194 -2.792
C -0.363 -5.571 -2.917
C -0.998 -6.336 -1.940
C -1.586 -5.736 -0.835
C -1.540 -4.357 -0.689
H 3.994 -3.598 -2.687
H 4.408 -6.023 -2.563
H 3.197 -7.402 -0.913
H 1.576 -6.371 0.641
H 1.155 -3.944 0.555
H 5.014 -1.101 -0.467
H 6.786 -0.041 -1.819
H 6.364 0.542 -4.182
H 4.173 0.060 -5.216
H 2.378 -0.985 -3.875
H -0.363 0.269 -3.588
H -1.848 1.234 -5.327
H -4.140 0.371 -5.601
H -4.958 -1.478 -4.186
H -3.487 -2.479 -2.480
H 0.150 -3.593 -3.565
H 0.080 -6.050 -3.781
H -1.040 -7.412 -2.049
H -2.085 -6.340 -0.088
H -1.992 -3.883 0.176
C 2.982 4.020 0.512
C 2.403 2.591 0.533
N 1.177 2.505 -0.320
C 0.233 3.578 0.082
C 0.830 4.968 -0.228
N 2.281 4.774 -0.584
C 2.398 4.024 -1.882
C 1.587 2.716 -1.739
H 4.048 4.029 0.302
H 2.807 4.559 1.441
H 2.148 2.318 1.554
H 3.128 1.871 0.162
H 0.025 3.472 1.144
H -0.703 3.448 -0.455
H 0.779 5.636 0.627
H 0.349 5.452 -1.074
H 2.722 5.689 -0.689
H 3.454 3.847 -2.067
H 2.008 4.663 -2.671
H 2.186 1.869 -2.069
H 0.686 2.756 -2.348
```

---

[5]
Formula: C2H5N5O
Source: OMol25
Level of theory: ωB97M-V with the def2-TZVPD basis set

## Properties
LUMO: -0.0145 hartree
Energy: -11645.7373 eV
Relative energy (zero: lowest compared OMol25 entry of this formula, charge and spin): 656.82 kJ/mol

Structure (XYZ):
```
13
C2H5N5O | OMol25 | ωB97M-V with the def2-TZVPD basis set
C 1.876 -0.061 0.322
C -1.337 1.054 -0.009
H 2.805 0.520 -0.340
H 2.188 -1.459 0.377
H 1.479 0.617 1.535
H 0.734 0.682 -1.387
H -1.149 -2.108 0.218
N 0.823 -0.111 -0.665
N -0.443 -0.059 0.075
N -1.218 -1.066 -0.108
N -2.493 -0.742 0.033
N -2.626 0.592 -0.046
O -0.639 2.140 -0.006
```

---

[6]
Formula: C6H6N2
Source: OMol25
Level of theory: ωB97M-V with the def2-TZVPD basis set

## Properties
LUMO: -0.0315 hartree
Energy: -9290.3712 eV
Relative energy (zero: lowest compared OMol25 entry of this formula, charge and spin): 807.90 kJ/mol
Structure (SMILES): C#C/C(C=C)=N/N=C

Structure (XYZ):
```
14
C6H6N2 | OMol25 | ωB97M-V with the def2-TZVPD basis set
C -1.297 1.528 -0.187
C 0.119 1.413 -0.212
C 0.766 0.229 -0.427
C -1.733 -1.427 0.323
C 2.165 -0.036 -0.191
C 3.329 -0.646 -0.009
H -2.204 0.777 0.039
H -1.562 2.519 -0.140
H 0.898 2.312 0.121
H -1.635 -1.849 1.454
H -2.713 -1.658 -0.120
H 4.263 -0.682 0.676
N 0.440 -1.079 -0.573
N -0.836 -1.399 -0.756
```

---

[7]
Formula: C5H7N3O2S
Source: OMol25
Level of theory: ωB97M-V with the def2-TZVPD basis set

## Properties
LUMO: 0.0158 hartree
Energy: -24699.8337 eV
Relative energy (zero: lowest compared OMol25 entry of this formula, charge and spin): 0.00 kJ/mol
Structure (SMILES): O=C(O)CCc1n[nH]c(=S)[nH]1

Structure (XYZ):
```
18
C5H7N3O2S | OMol25 | ωB97M-V with the def2-TZVPD basis set
C 1.163 1.701 0.734
C 0.580 1.643 -0.647
C -0.776 0.930 -0.667
C -0.684 -0.487 -0.218
C -0.206 -2.678 -0.262
H 0.766 2.285 2.473
H 1.295 1.152 -1.302
H 0.424 2.679 -1.009
H -1.235 0.956 -1.683
H -1.488 1.433 -0.022
H -0.967 -2.855 1.683
H 0.243 -1.450 -1.906
N -1.077 -0.937 0.940
N -0.775 -2.261 0.898
N -0.152 -1.509 -0.975
O 0.339 2.325 1.603
O 2.251 1.270 1.064
S 0.299 -4.195 -0.705
```